Record 1
Entry from the OMol25 dataset: a cluster of 14 separate species, C5H40N2O13 in total at a distorted geometry (ωB97M-V/def2-TZVPD).

```
60
Properties=species:S:1:pos:R:3
O -1.87345 3.40754 0.38918
O 0.48018 1.14141 0.64168
O 1.50624 -1.89431 1.99873
O -0.37717 3.82511 2.65653
O 2.71385 -0.58414 -0.37409
O 2.59585 -2.96373 -1.68503
O 0.82114 0.15078 -2.07540
O 3.97435 -0.26044 -2.96848
O 2.55918 2.33698 1.74619
O -0.57043 1.05362 3.12463
O -3.86403 1.94834 -2.15373
O 4.48055 1.56639 -0.15518
O 0.38566 2.85621 -1.33794
N -2.24831 0.43168 -0.43048
N -0.29519 -2.75876 -2.08170
C -1.47068 -3.33507 -1.46207
C -3.12584 -0.30277 1.82921
C -1.51325 -1.74781 0.52711
C -2.66650 -0.68027 0.45312
C -1.79906 -3.16153 0.02230
H -2.45178 2.72834 0.75125
H 1.81442 -0.68404 -0.70011
H -3.85370 -1.02812 2.19568
H -0.34608 -1.74816 -2.11459
H -1.50730 -4.41266 -1.67113
H -2.27305 -3.03138 -2.14847
H 3.63606 -0.25973 -2.05960
H 1.32596 3.04013 -1.53839
H -3.42103 -1.15687 -0.17558
H 1.54716 0.56749 -2.57196
H 2.29769 -3.88982 -1.67891
H -0.84281 4.04305 1.82117
H -1.22911 0.47040 3.50402
H -2.85716 -3.30005 0.17905
H -1.22709 -1.81454 1.58294
H 1.27451 -2.72750 2.40127
H -1.86914 0.08645 -1.31581
H -0.63023 -1.30807 0.06793
H 0.09043 1.16583 1.54631
H 0.44662 0.93804 -1.63009
H 3.37042 -0.80528 -3.46755
H 0.62522 -1.46510 1.90148
H -1.20945 -3.90045 0.56563
H 3.30823 2.18174 1.14130
H 3.44497 -2.96001 -2.14646
H 2.87713 -1.40536 0.13073
H 4.52046 1.74424 -1.10097
H 1.38226 1.53762 0.73859
H 3.81381 0.83578 -0.23230
H 2.98325 2.33122 2.62298
H -1.11107 2.85868 0.17150
H -2.28246 -0.15381 2.50645
H 0.58922 -2.91446 -1.61221
H -0.81400 1.99651 3.26707
H -3.66190 1.16779 -1.60994
H 0.56601 3.95420 2.44935
H -3.27610 2.57194 -1.72474
H 0.33907 2.22167 -0.57751
H -1.40936 0.86628 -0.02065
H -3.69321 0.62875 1.88771
```

Properties
LUMO level: 0.03 eV
2S+1: 1
charge: 0

Record 2
Entry from the OMol25 dataset: a cluster of 3 separate species, C6H11N in total at a distorted geometry (ωB97M-V/def2-TZVPD).

```
18
Properties=species:S:1:pos:R:3
N -2.40339 1.72663 0.58129
C -1.40692 1.13110 0.69955
C 0.26751 1.08679 1.38789
C -0.21455 0.11896 0.38966
C 0.34419 0.35767 -1.00714
C -0.08438 -0.65869 -2.05646
C -0.26305 -1.21366 0.87010
H 0.33692 -0.38713 -3.02867
H 0.67783 2.04869 1.09987
H -0.48368 -1.37725 1.92406
H -0.51288 -2.03607 0.20866
H 1.43484 0.32691 -0.86991
H 0.05422 0.90009 2.43673
H 1.32956 -0.88171 1.20925
H 0.09008 1.37327 -1.33031
H -1.17365 -0.70309 -2.15648
H 1.72513 -0.15241 1.45125
H 0.28221 -1.66008 -1.80933
```

Properties
LUMO level (spin up / spin down): -0.27 / -0.27 eV
2S+1: 1
charge: 0

Record 3
Entry from the OMol25 dataset: a structure of composition CH3N2O2PS at a distorted geometry (ωB97M-V/def2-TZVPD).

```
10
Properties=species:S:1:pos:R:3
S -1.01771 -1.50477 -0.71892
P -2.69784 0.11461 -0.88723
O -1.23613 0.95061 -0.34108
O -3.46149 0.05785 0.39655
N 2.09273 -0.23098 0.24984
N 0.88487 0.39724 0.08574
C -0.33501 0.01153 -0.24480
H 2.53059 0.12857 1.14003
H 2.25176 -1.24957 0.03044
H 0.98823 1.32490 0.28942
```

Properties
LUMO level: 0.25 eV
2S+1: 1
charge: 0

Record 4
Entry from the OMol25 dataset: a structure of composition C30H23ClN8OS3Ti at a distorted geometry (ωB97M-V/def2-TZVPD).

```
67
Properties=species:S:1:pos:R:3
Ti 0.69282 -0.89638 -0.92524
Cl -3.94816 -6.19107 1.19029
S 0.76701 1.61757 -0.59556
S 0.48483 -0.89142 1.44711
S -2.32652 1.17411 1.85313
O 0.23868 -2.63876 -0.80414
N 0.17355 -0.16459 -3.02044
N -3.74127 3.31667 2.28548
N -1.72079 3.27665 3.46129
N 2.72991 -1.63803 -0.52973
N 3.11958 -0.12132 1.25642
N -1.44223 -0.78215 -1.00903
N 2.07874 0.82155 2.88224
N 3.10616 1.02539 -2.10535
C -0.37736 -4.71866 0.14486
C -3.00505 -3.85400 0.20649
C 3.13293 -2.70619 -1.26788
C -2.85097 1.15562 -1.64574
C 3.34891 1.34274 2.85877
C -0.71638 -3.41285 -0.24408
C -0.31071 1.83352 -4.87421
C 0.76875 0.99471 -5.02295
C -4.00100 4.59023 2.66068
C 1.93087 -0.03592 1.88837
C 3.57472 -1.17773 0.41837
C -2.02410 -2.94745 -0.19660
C 2.17712 1.29562 -1.44647
C 1.02043 1.19705 3.77970
C -2.72049 -5.10993 0.62283
C -1.21632 1.63412 -3.83058
C 4.88241 -1.63723 0.58634
C 3.97823 0.77201 1.83761
C -2.38464 -1.61651 -0.71296
C -1.96131 4.47571 3.85495
C -2.32527 2.48056 -3.58691
C 4.43129 -3.25529 -1.14080
C -1.37728 -5.56309 0.66167
C 0.98934 0.01824 -4.05339
C -3.09022 2.23910 -2.52179
C -0.97602 0.54289 -2.94843
C -3.11543 5.21469 3.47895
C -2.58251 2.65017 2.59904
C -1.82789 0.29675 -1.85337
C 5.30139 -2.65558 -0.23641
H -3.17877 6.25745 3.77895
H 1.92298 -0.54660 -3.98365
H 6.29279 -3.03430 -0.09652
H -1.17397 -6.59369 0.93165
H 4.76227 -4.11316 -1.73679
H -4.50885 2.83124 1.77976
H -2.54343 3.32721 -4.21321
H 5.53492 -1.14805 1.33015
H -1.18086 4.88641 4.54989
H 0.34134 1.95079 3.38187
H -4.87754 5.09847 2.31496
H 0.41964 0.29548 3.95999
H -3.47109 1.00184 -0.77565
H -3.46413 -1.42248 -0.86487
H 2.37788 -3.11979 -1.98128
H 1.41555 1.57729 4.71816
H 0.64236 -5.06087 -0.03293
H -0.47921 2.63811 -5.57433
H -4.02618 -3.56724 0.22115
H -4.00647 2.78231 -2.38868
H 4.99571 0.85790 1.51483
H 1.55367 1.07416 -5.76206
H 3.76568 2.07605 3.52610
```

Properties
LUMO level: -6.87 eV
2S+1: 1
charge: +2

Record 5
Entry from the OMol25 dataset: the ion C6H12N with charge +1 at a distorted geometry (ωB97M-V/def2-TZVPD).

```
19
Properties=species:S:1:pos:R:3
N 1.58028 -0.19987 -0.05690
C 0.37744 -0.49910 0.06843
C 2.62580 0.81855 0.07545
C -2.07313 -0.95619 0.30073
C -0.96648 0.00976 0.45008
C -1.05252 1.38060 -0.44155
C 1.22033 -1.64755 -0.17994
H -3.00545 -0.32301 0.42594
H 2.79511 1.37487 -0.86227
H -0.41619 1.21326 -1.31887
H 1.34653 -2.02233 -1.25908
H 1.43600 -2.30255 0.69036
H -1.01995 0.24737 1.56099
H 2.27248 1.50555 0.84476
H -0.88380 2.27362 0.19940
H -2.16950 -1.56066 -0.60354
H -2.03758 -1.63068 1.20026
H 3.56415 0.31545 0.21709
H -2.13297 1.23073 -0.70136
```

Properties
LUMO level: -4.13 eV
2S+1: 1
charge: +1

Record 6
Entry from the OMol25 dataset: a cluster of 2 separate species, C4H12 in total at a distorted geometry (ωB97M-V/def2-TZVPD).

```
16
Properties=species:S:1:pos:R:3
C -0.57068 2.48338 -1.68837
C 1.24236 -2.20305 1.87311
C -1.17710 1.42439 -0.78537
C 0.57948 -1.65330 0.62664
H -0.63774 1.26217 0.13328
H -0.42338 3.37768 -1.10136
H 0.41618 2.21857 -2.09906
H 1.36165 -1.20365 0.09187
H -2.27677 1.74651 -0.60097
H 0.45772 -2.89784 2.45814
H 2.07895 -2.81660 1.66645
H 0.25463 -2.38065 -0.10950
H 1.51641 -1.45395 2.58797
H -1.27217 2.68434 -2.51735
H -1.28450 0.40703 -1.27386
H -0.26505 -0.99503 0.73839
```

Properties
LUMO level: 1.13 eV
2S+1: 1
charge: 0

Relative energy (zero: lowest compared OMol25 entry of this formula, charge and spin) for the records above, in order: 2.3891, 5.8271, 0.0000, 0.2466, 2.9163, 0.5532 eV